# 1
{"formula": "C38H91Br8Cl2N6O8V", "method": "ωB97M-V/def2-TZVPD", "multiplicity": 1, "total_charge": 0, "species": ["Br", "Br", "Br", "Br", "Br", "Br", "Br", "Br", "V", "Cl", "Cl", "O", "O", "O", "O", "O", "O", "O", "O", "N", "N", "N", "N", "N", "N", "C", "C", "C", "C", "C", "C", "C", "C", "C", "C", "C", "C", "C", "C", "C", "C", "C", "C", "C", "C", "C", "C", "C", "C", "C", "C", "C", "C", "C", "C", "C", "C", "C", "C", "C", "C", "C", "C", "H", "H", "H", "H", "H", "H", "H", "H", "H", "H", "H", "H", "H", "H", "H", "H", "H", "H", "H", "H", "H", "H", "H", "H", "H", "H", "H", "H", "H", "H", "H", "H", "H", "H", "H", "H", "H", "H", "H", "H", "H", "H", "H", "H", "H", "H", "H", "H", "H", "H", "H", "H", "H", "H", "H", "H", "H", "H", "H", "H", "H", "H", "H", "H", "H", "H", "H", "H", "H", "H", "H", "H", "H", "H", "H", "H", "H", "H", "H", "H", "H", "H", "H", "H", "H", "H", "H", "H", "H", "H", "H"], "xyz": [[4.5667, -5.4675, 2.8024], [0.9178, -3.4615, -4.7955], [-3.6308, -1.3390, -5.4244], [-0.3258, -6.3647, 4.1862], [3.5998, -5.8521, -1.7271], [-1.7689, 1.9513, -6.5822], [-3.1388, -5.4944, -3.8109], [2.9395, -3.4663, 5.7966], [3.6621, -0.1466, 0.9017], [0.1259, -0.9939, 5.1295], [-1.7537, 1.2593, 4.6586], [4.1123, -1.5654, 1.4223], [2.7266, 0.4542, -3.7586], [1.2841, -0.4085, 1.4028], [3.8757, 0.5604, 3.0080], [4.6801, 6.0680, -1.9505], [-5.3103, 4.0779, -1.4906], [4.9992, 0.5513, 0.5290], [-4.3438, -4.0669, 5.7740], [1.6224, 4.2429, -1.1199], [2.5843, 2.0272, 0.7316], [-5.2443, -1.2834, 5.8013], [-3.7499, 4.8999, -4.7349], [-0.0845, -0.6726, 1.2089], [3.1114, -0.6051, -1.2481], [-1.4618, -4.5094, -3.5271], [4.1277, -0.8965, -2.2914], [2.9524, 4.2865, -3.2548], [-0.9746, -4.1460, -4.8896], [1.6837, -4.3736, 4.5894], [-0.8350, 0.3724, 0.4921], [-2.6028, -1.3278, 0.0435], [-0.3703, 0.4869, -0.9755], [-5.8543, 5.6763, -3.7606], [3.1536, 2.6201, 1.9988], [-4.9614, -2.0613, 4.5662], [2.9862, 1.6812, 3.1612], [-1.8776, -2.3630, 0.9169], [-3.9464, -3.1532, 4.7511], [0.9251, -5.4264, 5.3505], [0.3725, -2.7650, -0.2018], [2.5355, 3.9850, 2.2393], [4.5236, -2.3468, -2.0562], [-5.7936, 2.7972, -1.1267], [3.5937, -0.6801, -3.7101], [2.9334, 4.4731, -1.7535], [-2.7301, 1.3345, -5.0098], [-0.7123, 1.7720, 1.1342], [-2.3648, 0.1154, 0.5067], [-4.4167, 5.2087, -3.4595], [-4.3424, 4.0397, -2.4747], [4.4903, -5.8140, 0.0297], [-3.3660, -5.0712, 5.9752], [5.0217, 7.4240, -2.0850], [0.0793, -2.8694, 2.2332], [3.5478, -5.4266, 1.1206], [-4.0066, 0.6025, -5.3590], [-4.4643, -1.0359, 3.5680], [-0.3615, -2.0991, 0.9459], [3.9420, -0.2344, 4.1666], [-0.6192, 0.0720, 3.9493], [1.9085, 0.4412, -4.9301], [3.4368, 5.8600, -1.3444], [-2.9193, 0.3172, 1.4210], [-4.5157, 3.2120, -3.1984], [-5.9592, 2.2264, -2.0487], [1.9874, 1.2614, 3.2994], [2.2729, -4.8061, 3.7923], [-0.7825, -4.9935, -5.5371], [-6.3134, 5.8968, -2.7948], [1.2340, 3.4384, -1.6091], [2.4939, 2.7749, 0.0406], [-3.0333, 2.2596, -4.5124], [-2.8305, 0.6250, -0.3365], [5.2776, -2.6940, -2.7628], [0.1716, -2.3708, -1.2051], [-3.6683, -1.5490, 0.1930], [1.6242, 1.7783, 0.9636], [4.2202, 2.6897, 1.7723], [-4.3828, -1.2665, 6.3440], [5.0116, -0.2822, -2.1067], [2.7233, 0.2915, -1.5563], [0.6940, 0.7199, -0.9735], [4.5221, -1.1500, 4.0640], [1.1702, -2.9490, 2.2808], [0.1408, 0.6341, 3.4201], [-0.7580, 1.7596, 2.2279], [-4.9796, 2.2522, -0.6350], [0.9487, 4.9867, -1.2663], [2.7119, 6.5918, -1.7338], [0.1271, 2.4150, 0.8754], [-2.1750, -3.3270, 0.4923], [3.9643, 4.2659, -3.6566], [-3.5856, -0.5171, 3.9511], [-5.8727, -1.9017, 6.3133], [0.3758, -5.0831, 6.2274], [-0.1398, -2.2540, 3.1068], [-0.3649, -3.8638, 2.2628], [2.3189, -1.2179, -1.4146], [-3.8274, -5.7683, 6.6694], [-2.9799, -2.7237, 5.0474], [-2.3272, -2.3907, 1.9114], [-2.4502, -4.6416, 6.3961], [3.0018, -4.4963, 0.9715], [-1.5146, -3.3557, -5.3977], [-6.6697, 2.8321, -0.4895], [-1.6472, 2.2885, 0.9036], [1.4318, -2.4962, -0.2092], [5.3159, -5.1091, -0.0473], [-4.4946, 1.0370, -6.2236], [-0.8932, -5.2989, -3.0493], [2.4752, 5.1240, -3.7759], [2.8006, 4.7578, 1.5286], [-2.0350, 0.8686, -4.3219], [1.3671, 1.3789, -5.0341], [-4.2665, -1.4930, 2.5889], [0.9463, -3.6633, 4.2221], [1.2420, -0.4215, -4.9932], [-0.8892, 1.3340, -1.4394], [3.6361, -2.9764, -2.1401], [2.4175, 3.3737, -3.5248], [5.2105, 7.9086, -1.1253], [1.6300, -6.0862, 5.8647], [-3.0838, -5.5381, 5.0292], [4.2058, 7.9609, -2.5918], [3.4483, 5.9782, -0.2553], [-3.8510, 5.7435, -5.2851], [-5.2631, -0.3251, 3.3701], [2.9259, -1.5312, -3.8786], [-1.5695, -3.6138, -2.9239], [2.9925, -0.3802, 4.6797], [-6.4369, 4.8577, -4.1934], [2.7508, -6.1555, 1.2702], [1.4621, 3.8583, 2.3999], [-1.1453, -0.4996, 3.1885], [-3.7976, -3.7067, 3.8172], [2.8737, 4.3464, 3.2194], [4.6081, 0.2404, 4.9041], [-5.8750, 6.4914, -4.4792], [-4.6544, 0.5422, -4.4878], [-3.8696, 6.0082, -2.9501], [5.8278, 7.6165, -2.7925], [3.6419, 3.7373, -1.3551], [0.2822, -3.8428, -0.0720], [-0.5252, -0.3934, -1.5960], [4.8980, -2.3710, -1.0324], [-4.1719, 4.1636, -5.2885], [-2.4267, -1.4589, -1.0257], [2.6466, 0.4156, -5.7411], [4.4139, -0.5839, -4.4223], [-5.9206, -2.4503, 4.2131], [3.1879, 2.2281, 4.0869], [4.9478, -6.7948, 0.1142], [-3.3225, 3.7504, -2.1930]], "forces_ev_per_angstrom": [[-0.10, 0.24, -0.39], [-0.53, 0.04, 0.28], [-0.13, 0.16, -0.71], [0.43, 0.02, 0.19], [-0.02, 0.01, 0.34], [0.08, -0.26, 0.07], [-0.24, 0.47, 0.14], [-0.37, -0.22, -0.26], [-1.93, -0.81, 0.11], [0.01, 0.18, 0.42], [0.20, -0.15, 0.19], [-0.25, -0.64, -0.13], [-0.18, 0.25, 0.44], [0.40, 0.44, -0.44], [-0.59, 0.45, -0.86], [0.71, 0.00, -0.10], [-0.46, 0.39, 0.56], [1.11, 0.71, -0.78], [-0.01, 0.34, -0.48], [0.18, -0.60, -0.43], [0.03, -0.52, 1.22], [-0.30, -1.25, -0.07], [0.87, 0.34, 0.57], [-0.72, -0.10, 0.31], [-0.02, 1.42, -0.42], [-0.18, -0.48, -0.35], [0.54, -0.38, 0.32], [-0.24, 0.44, -0.55], [1.58, -0.03, -0.51], [-0.86, 0.20, 0.37], [0.13, 0.33, -0.38], [-1.10, -0.57, 1.45], [-0.01, 0.71, 0.04], [0.20, -0.87, 1.16], [-0.01, 0.20, -1.89], [-0.13, 1.29, 0.21], [-0.08, -0.12, 0.75], [-0.42, 0.84, -1.44], [0.08, -0.73, 0.54], [0.70, -0.43, 1.38], [0.84, 0.82, -0.74], [0.10, -0.21, 1.88], [0.04, 0.41, -0.12], [1.33, -0.51, -0.58], [-1.31, 0.07, 0.96], [0.32, 0.46, 0.34], [-0.54, 1.27, 0.16], [-0.41, 0.09, 0.76], [0.51, -2.00, -1.61], [-0.41, 0.63, -0.05], [-0.11, -1.54, -2.67], [0.60, 0.21, -0.71], [-0.35, 0.49, -0.03], [-0.80, 0.77, -0.53], [0.95, 0.82, -0.56], [-0.81, -0.74, 0.44], [0.86, -0.97, 1.24], [-0.24, -0.41, -0.97], [-0.04, -0.64, 1.70], [1.24, -0.08, 1.73], [-0.32, 0.41, -0.22], [1.43, 0.18, -0.33], [-0.64, -0.19, -0.49], [0.40, 0.14, 0.26], [-0.65, -0.39, 0.42], [-0.55, 0.00, 0.08], [-0.20, 0.17, -0.45], [0.00, 0.10, -0.02], [-0.56, -0.10, 0.00], [-0.31, 0.49, -0.32], [-0.26, 0.02, 0.23], [0.27, -0.21, 0.21], [0.11, 0.09, -0.14], [0.10, 1.04, 0.33], [0.02, -0.05, 0.07], [-1.05, -0.57, -0.08], [-0.07, 0.12, -0.32], [0.27, -0.38, -0.14], [0.10, 0.22, 0.39], [-0.09, 0.16, 0.08], [-0.25, 0.28, 0.11], [-0.02, 0.09, 0.35], [0.11, -0.04, -0.02], [-0.72, -0.29, -1.05], [-0.01, -0.12, -0.32], [0.18, -0.26, 0.25], [0.15, -0.26, -0.26], [-0.16, -0.07, 0.39], [0.25, 0.23, -0.13], [-0.02, 0.07, 0.01], [-0.25, -0.10, -0.37], [0.72, -0.28, 0.03], [0.05, -0.26, 0.17], [-0.04, 0.00, -0.13], [0.15, 0.38, 0.43], [-0.41, 0.61, -0.52], [-0.48, -0.51, -0.21], [-0.07, 0.01, 0.15], [-0.02, -0.34, 0.38], [0.29, -0.24, -0.04], [0.11, 0.20, -0.12], [0.28, 0.41, 0.18], [0.03, -0.02, 0.16], [0.70, 0.42, 0.13], [-0.17, -0.09, 0.12], [-0.02, 0.36, -0.07], [0.24, 0.34, -0.38], [0.22, -0.30, 0.98], [-0.18, 0.17, -0.13], [-0.06, -0.50, -0.20], [0.50, 0.47, 0.08], [-0.23, -0.02, 0.15], [-0.25, -0.24, -0.39], [-0.05, -0.54, -0.23], [-0.10, -0.02, 0.38], [0.32, 0.01, 0.17], [0.59, 0.25, 0.03], [0.01, 0.00, 0.17], [0.06, -0.03, -0.14], [0.08, -0.11, 0.01], [0.17, -0.08, -0.06], [0.15, -0.02, 0.05], [-0.08, -0.64, -0.77], [-0.16, -0.25, 0.03], [-0.28, 0.02, 0.37], [0.24, -0.06, 0.04], [0.33, -0.07, -0.24], [0.06, 0.26, 0.26], [0.41, -0.36, -0.61], [-0.37, -0.24, 0.31], [-0.24, -0.25, -0.50], [0.10, -0.11, -0.03], [0.23, -0.25, -0.08], [-0.12, 0.27, -0.55], [-0.01, -0.06, 0.29], [0.04, 0.00, -0.14], [0.18, 0.11, -0.10], [-0.32, 0.69, -0.08], [0.07, 0.26, 0.25], [-0.18, 0.72, -0.11], [0.02, 0.38, -0.55], [0.49, -0.74, 0.38], [-0.09, -0.03, 0.23], [-0.04, -0.05, -0.59], [-0.12, -0.11, 0.15], [0.13, -0.41, -0.05], [-0.39, -0.09, 0.35], [0.33, 0.01, 0.05], [-0.53, -0.17, -0.50], [-0.06, -0.22, -0.19], [0.12, -0.23, 0.06], [0.46, -0.12, 0.03], [-0.33, -0.10, 0.34], [0.11, 0.77, 0.75]]}


# 2
{"formula": "C5H6N", "method": "ωB97M-V/def2-TZVPD", "smiles": "C=[N+]1[C@@H]2C=C[C@@H]21", "multiplicity": 1, "total_charge": 1, "species": ["N", "C", "C", "C", "C", "C", "H", "H", "H", "H", "H", "H"], "xyz": [[0.2484, -0.6453, 0.0230], [-0.9758, 1.2915, 0.3319], [-1.0733, -0.0837, -0.3089], [0.7942, -1.3377, 0.8449], [0.2794, 0.2972, -1.0187], [0.1753, 1.6342, -0.3038], [-1.6956, -0.6554, -1.0001], [0.5145, 0.1950, -2.0746], [0.8247, 2.4927, -0.2414], [-1.6101, 1.7002, 1.1910], [0.2793, -1.9400, 1.7151], [1.9292, -1.3776, 0.8494]], "forces_ev_per_angstrom": [[-2.88, 0.26, -2.18], [-0.57, 1.23, 0.75], [1.96, 0.28, -1.69], [3.68, -3.75, 4.78], [-0.81, 2.01, -0.28], [-1.67, -0.01, 0.95], [-0.41, 0.05, 1.03], [0.27, -0.83, 0.41], [0.17, -0.10, 0.01], [1.11, -0.46, -1.55], [0.59, 1.43, -2.07], [-1.43, -0.10, -0.15]]}


# 3
{"formula": "C3H7NO2", "method": "ωB97M-V/def2-TZVPD", "smiles": "[H]/N=C/O.C1CO1", "multiplicity": 1, "total_charge": 0, "species": ["O", "O", "N", "C", "C", "C", "H", "H", "H", "H", "H", "H", "H"], "xyz": [[1.4248, -0.1748, 0.3436], [-0.8412, -1.6978, 0.6899], [-1.5784, -0.3906, -1.0404], [1.2142, 0.9870, -0.4704], [1.4031, 1.1044, 0.9738], [-1.7416, -1.3476, -0.2199], [0.5412, 1.2897, 1.6126], [2.3636, 1.4199, 1.3765], [0.2110, 1.0442, -0.8872], [-0.0285, -1.1460, 0.5655], [2.0438, 1.2122, -1.1372], [-2.3869, -0.3098, -1.6508], [-2.6250, -1.9908, -0.1560]], "forces_ev_per_angstrom": [[-0.02, -0.23, 0.02], [0.16, 0.11, -0.05], [-0.18, -0.32, 0.18], [0.01, 0.13, -0.21], [0.04, 0.21, 0.20], [-0.17, 0.11, -0.20], [0.10, -0.04, -0.11], [-0.14, -0.03, -0.08], [0.22, 0.03, 0.07], [-0.03, -0.06, 0.02], [-0.09, -0.02, 0.13], [0.04, -0.01, 0.07], [0.08, 0.11, -0.05]]}


no.,Kohn-Sham gap (eV),HOMO level (eV)
1,6.713,-6.48
2,9.817,-14.53
3,11.285,-10.17